C5H10O2S in the gas phase in a non-equilibrium geometry, computed with the ωB97M-V functional and the def2-TZVPD basis.

Geometry (Å):
C -0.39592 1.10142 -2.23366
O 0.52736 1.03474 -1.15725
C 0.27351 0.27061 0.00208
C 1.37913 0.67567 0.97176
C -1.14754 0.67102 0.48589
O -2.10878 -0.04518 0.46296
S 0.31290 -1.45190 -0.51299
C -0.05419 -2.34428 1.03691
H -0.59292 0.13779 -2.68206
H -1.35988 1.49244 -1.91620
H 0.02955 1.78178 -2.97850
H 1.24053 1.75413 1.28298
H 2.37364 0.59555 0.56469
H 1.32464 0.12839 1.85777
H -1.19909 1.69621 0.87866
H 0.52210 -1.95318 1.89701
H 0.07357 -3.35324 0.79830
H -1.19859 -2.19196 1.24166

LUMO level: 0.0277 Eh
SMILES: CO[C@@](C)(C=O)SC
largest force on an atom: 3.81 eV/Å